# 1
Here is a 6-piece molecular cluster, C45H104N9O3 overall in a non-equilibrium geometry from OMol25. Energies are from wB97M-V/def2-TZVPD.

Output
E_LUMO: -3.6 eV
Total charge: +1

Atoms and positions in Å:
C -2.939 3.574 4.016
C -2.936 3.971 2.544
C -4.017 3.289 1.695
O -4.556 2.103 2.285
C -4.157 0.889 1.750
C -3.787 -0.030 2.873
N -4.339 -0.036 4.084
N -3.721 -0.930 4.801
N -2.817 -1.490 4.063
C -1.906 -2.525 4.544
C -1.944 -3.811 3.698
C -1.707 -5.079 4.394
O -0.690 -4.385 3.537
N -2.828 -0.947 2.840
C -1.923 -1.335 1.738
C -2.696 -1.971 0.593
C -1.902 -2.098 -0.727
C -0.391 -1.870 -0.663
C 0.384 -3.005 0.044
C 1.300 -2.582 1.188
O 2.625 -2.612 0.737
C 3.594 -2.251 1.704
H -2.107 4.068 4.518
H -2.810 2.503 4.161
H -3.845 3.900 4.519
H -3.127 5.043 2.491
H -1.938 3.816 2.134
H -3.645 3.092 0.687
H -4.860 3.968 1.589
H -3.302 0.980 1.072
H -4.975 0.431 1.182
H -0.891 -2.134 4.549
H -2.259 -2.736 5.548
H -2.656 -3.805 2.877
H -1.854 -6.028 3.904
H -1.468 -5.027 5.447
H -1.418 -0.423 1.424
H -1.172 -1.996 2.157
H -3.598 -1.385 0.415
H -3.047 -2.958 0.896
H -2.329 -1.436 -1.479
H -2.045 -3.113 -1.097
H -0.060 -1.814 -1.700
H -0.129 -0.902 -0.232
H 0.988 -3.537 -0.687
H -0.340 -3.734 0.421
H 1.162 -3.242 2.055
H 1.038 -1.567 1.531
H 4.354 -1.646 1.218
H 3.158 -1.661 2.515
H 4.033 -3.146 2.146
C -2.708 7.059 -0.615
C -2.634 5.924 -1.623
N -3.905 5.584 -2.234
C -3.850 4.315 -2.935
C -2.915 4.199 -4.146
C -4.603 6.671 -2.902
C -3.869 7.405 -4.030
H -3.471 6.856 0.139
H -1.745 7.153 -0.113
H -2.923 8.026 -1.070
H -2.289 5.028 -1.094
H -1.851 6.158 -2.361
H -4.864 4.033 -3.230
H -3.537 3.565 -2.197
H -3.310 4.697 -5.029
H -2.791 3.144 -4.399
H -1.927 4.605 -3.928
H -4.887 7.403 -2.142
H -5.547 6.271 -3.279
H -2.842 7.651 -3.755
H -4.381 8.342 -4.250
H -3.843 6.827 -4.953
C 3.271 2.926 -5.625
C 2.190 3.106 -4.572
N 1.442 1.885 -4.316
C 0.234 2.098 -3.547
C 0.367 2.596 -2.099
C 2.243 0.728 -3.954
C 3.163 0.844 -2.730
H 2.851 2.512 -6.543
H 3.723 3.889 -5.863
H 4.071 2.268 -5.284
H 1.476 3.855 -4.923
H 2.649 3.525 -3.662
H -0.342 1.167 -3.553
H -0.371 2.827 -4.090
H 0.722 1.816 -1.427
H -0.613 2.923 -1.737
H 1.043 3.447 -2.022
H 2.861 0.464 -4.814
H 1.560 -0.117 -3.826
H 3.724 1.779 -2.734
H 3.889 0.029 -2.737
H 2.621 0.783 -1.787
C 3.110 -6.715 2.414
C 4.093 -7.818 2.772
N 5.116 -8.007 1.762
C 5.884 -9.228 1.936
C 6.758 -9.362 3.189
C 5.874 -6.818 1.408
C 6.625 -6.082 2.527
H 2.678 -6.885 1.427
H 2.298 -6.689 3.144
H 3.582 -5.731 2.417
H 3.548 -8.761 2.862
H 4.507 -7.609 3.773
H 6.508 -9.360 1.049
H 5.172 -10.058 1.923
H 7.651 -8.741 3.137
H 7.090 -10.397 3.292
H 6.212 -9.103 4.097
H 5.188 -6.110 0.936
H 6.577 -7.099 0.621
H 6.005 -5.954 3.416
H 6.913 -5.087 2.180
H 7.537 -6.596 2.823
C -5.640 3.738 10.688
C -6.074 2.940 9.469
N -5.221 3.157 8.313
C -5.777 2.645 7.076
C -5.975 1.131 6.937
C -3.805 2.914 8.521
C -3.373 1.518 8.996
H -5.554 4.797 10.445
H -6.378 3.627 11.482
H -4.683 3.397 11.086
H -7.082 3.251 9.186
H -6.151 1.877 9.750
H -5.145 2.994 6.255
H -6.746 3.132 6.929
H -5.029 0.609 6.803
H -6.586 0.925 6.056
H -6.487 0.702 7.800
H -3.441 3.645 9.246
H -3.289 3.156 7.587
H -4.000 1.156 9.811
H -2.347 1.560 9.366
H -3.400 0.780 8.194
C 4.479 1.447 -10.722
C 4.870 -0.021 -10.636
N 5.550 -0.356 -9.397
C 6.184 -1.662 -9.419
C 5.292 -2.903 -9.544
C 4.837 -0.010 -8.181
C 3.437 -0.607 -7.973
H 5.345 2.087 -10.552
H 4.082 1.663 -11.715
H 3.707 1.711 -9.999
H 5.560 -0.249 -11.452
H 3.973 -0.636 -10.814
H 6.797 -1.752 -8.518
H 6.889 -1.660 -10.256
H 4.754 -3.118 -8.621
H 5.909 -3.774 -9.770
H 4.563 -2.800 -10.349
H 4.752 1.078 -8.140
H 5.471 -0.276 -7.331
H 2.822 -0.542 -8.871
H 2.918 -0.057 -7.183
H 3.480 -1.651 -7.665

Atoms 1-2, force components in eV/Å:
0.220 0.256 0.012
0.010 -0.090 0.207

# 2
Here is a 15-piece molecular cluster, C45H105BN5O36 overall in a non-equilibrium geometry from OMol25. Energies are from wB97M-V/def2-TZVPD.

Output
E_LUMO: 1.0 eV
Total charge: -1

Atoms and positions in Å:
O -9.984 -21.074 -23.628
C -10.675 -21.570 -22.734
O -10.295 -22.121 -21.569
B -11.478 -22.679 -20.932
O -12.636 -22.363 -21.761
C -12.216 -21.744 -22.888
O -12.953 -21.406 -23.804
O -11.522 -22.145 -19.552
C -11.575 -23.133 -18.644
O -11.657 -23.039 -17.413
C -11.522 -24.426 -19.488
O -11.430 -24.128 -20.787
O -11.538 -25.505 -18.988
C -12.374 -28.531 -11.287
N -11.868 -29.526 -10.342
O -10.933 -30.261 -10.713
O -12.328 -29.564 -9.192
H -11.773 -27.636 -11.128
H -13.448 -28.419 -11.137
H -12.124 -28.826 -12.306
C -12.673 -33.353 -17.685
N -12.763 -34.441 -18.651
O -12.066 -34.402 -19.645
O -13.543 -35.387 -18.527
H -13.696 -33.060 -17.450
H -11.938 -32.631 -18.040
H -12.395 -33.933 -16.805
C -20.065 -22.386 -22.398
N -20.327 -23.000 -21.081
O -21.460 -23.365 -20.826
O -19.427 -23.179 -20.289
H -20.623 -22.988 -23.114
H -18.995 -22.295 -22.585
H -20.577 -21.433 -22.536
C -10.397 -25.252 -29.012
N -9.842 -26.191 -30.029
O -10.205 -27.376 -30.079
O -9.063 -25.729 -30.822
H -9.664 -24.487 -28.755
H -10.505 -25.845 -28.104
H -11.376 -24.889 -29.322
C -16.026 -19.001 -17.037
N -16.366 -18.405 -18.344
O -17.621 -18.380 -18.607
O -15.487 -17.903 -19.017
H -16.004 -20.090 -17.077
H -16.701 -18.559 -16.304
H -15.086 -18.574 -16.686
C -2.640 -25.588 -24.860
O -3.624 -26.547 -24.790
C -4.983 -26.120 -24.854
C -5.997 -27.284 -24.930
O -5.633 -28.182 -25.936
C -6.370 -29.425 -26.010
H -1.729 -26.100 -24.549
H -2.827 -24.755 -24.183
H -2.584 -25.163 -25.862
H -4.978 -25.562 -25.790
H -5.199 -25.447 -24.024
H -7.047 -26.990 -24.907
H -5.922 -27.761 -23.953
H -7.440 -29.261 -26.137
H -6.280 -30.132 -25.186
H -6.045 -29.911 -26.930
C -5.253 -20.351 -15.904
O -5.416 -19.029 -15.424
C -6.785 -18.768 -15.020
C -7.213 -19.571 -13.761
O -6.185 -19.579 -12.835
C -6.486 -20.418 -11.684
H -4.393 -20.497 -16.558
H -6.198 -20.620 -16.377
H -5.107 -21.015 -15.052
H -7.513 -18.942 -15.812
H -6.873 -17.728 -14.705
H -7.276 -20.596 -14.128
H -8.188 -19.310 -13.349
H -6.653 -21.465 -11.937
H -7.388 -20.076 -11.175
H -5.649 -20.341 -10.989
C -17.087 -29.586 -15.686
O -17.105 -30.288 -14.486
C -17.808 -31.512 -14.437
C -17.600 -32.241 -13.166
O -16.224 -32.646 -13.175
C -15.824 -33.366 -11.976
H -18.066 -29.579 -16.165
H -16.440 -30.113 -16.389
H -16.802 -28.548 -15.512
H -17.646 -32.214 -15.255
H -18.885 -31.365 -14.512
H -18.295 -33.081 -13.157
H -17.763 -31.452 -12.432
H -14.806 -33.719 -12.140
H -16.405 -34.223 -11.637
H -15.811 -32.646 -11.159
C -11.874 -20.500 -32.451
O -11.928 -21.809 -33.047
C -12.687 -21.718 -34.178
C -13.080 -23.167 -34.670
O -13.944 -23.938 -33.804
C -14.455 -25.150 -34.412
H -12.863 -20.232 -32.081
H -11.591 -19.683 -33.115
H -11.183 -20.496 -31.607
H -12.068 -21.282 -34.962
H -13.547 -21.050 -34.121
H -12.161 -23.752 -34.688
H -13.511 -23.147 -35.671
H -15.330 -24.931 -35.024
H -14.735 -25.866 -33.640
H -13.675 -25.582 -35.039
C -22.932 -14.510 -28.812
O -22.222 -15.631 -28.386
C -21.795 -16.493 -29.461
C -20.657 -17.424 -28.984
O -20.169 -18.305 -30.025
C -18.878 -18.962 -29.802
H -23.847 -14.871 -29.281
H -22.317 -13.983 -29.541
H -23.178 -13.834 -27.993
H -21.504 -15.921 -30.342
H -22.629 -17.072 -29.858
H -20.937 -18.192 -28.264
H -19.883 -16.816 -28.515
H -18.457 -19.394 -30.709
H -18.990 -19.682 -28.991
H -18.149 -18.252 -29.410
C -11.897 -14.279 -26.416
O -12.056 -13.289 -25.466
C -12.673 -13.667 -24.192
C -12.018 -12.880 -23.016
O -10.569 -13.079 -22.989
C -10.101 -14.192 -22.324
H -12.862 -14.528 -26.858
H -11.463 -15.178 -25.979
H -11.139 -14.072 -27.172
H -12.530 -14.744 -24.106
H -13.730 -13.409 -24.265
H -12.316 -13.279 -22.047
H -12.283 -11.829 -23.137
H -10.589 -15.015 -22.846
H -10.414 -14.293 -21.285
H -9.022 -14.293 -22.443
C -15.689 -24.005 -7.777
O -14.613 -23.038 -7.855
C -14.735 -22.198 -9.021
C -13.513 -21.445 -9.449
O -13.358 -20.209 -8.703
C -13.086 -20.295 -7.340
H -15.735 -24.271 -6.721
H -15.386 -24.880 -8.352
H -16.665 -23.656 -8.113
H -15.544 -21.484 -8.866
H -15.027 -22.810 -9.875
H -13.678 -21.178 -10.493
H -12.723 -22.195 -9.434
H -12.927 -19.428 -6.698
H -12.211 -20.940 -7.260
H -13.933 -20.748 -6.824
C -3.086 -17.700 -24.327
O -2.471 -16.987 -25.370
C -2.592 -17.442 -26.722
C -1.521 -16.536 -27.459
O -1.812 -15.135 -27.602
C -0.748 -14.381 -28.196
H -3.046 -17.303 -23.313
H -2.644 -18.687 -24.193
H -4.134 -17.777 -24.620
H -3.621 -17.347 -27.071
H -2.285 -18.477 -26.877
H -1.361 -16.886 -28.479
H -0.573 -16.635 -26.931
H 0.148 -14.273 -27.585
H -1.142 -13.377 -28.355
H -0.508 -14.784 -29.180
C -16.200 -28.044 -24.553
O -17.188 -27.859 -25.483
C -16.944 -26.764 -26.331
C -18.016 -26.669 -27.404
O -19.271 -26.218 -26.949
C -20.131 -25.871 -28.033
H -15.224 -28.256 -24.990
H -16.517 -28.918 -23.985
H -16.166 -27.228 -23.830
H -15.964 -26.894 -26.791
H -16.974 -25.787 -25.849
H -18.147 -27.643 -27.876
H -17.644 -26.014 -28.192
H -20.485 -26.722 -28.615
H -19.758 -25.114 -28.724
H -20.972 -25.342 -27.585

Atoms 1-2, force components in eV/Å:
-1.201 -1.111 2.535
1.283 0.514 -2.083